A molecular structure, C23H27ClCoN6O5S3 at a distorted geometry. Source: the OMol25 dataset; level of theory: ωB97M-V/def2-TZVPD.

Structure (XYZ):
```
66
Properties=species:S:1:pos:R:3
C 2.17410 -0.46470 1.57540
O 2.17150 0.68290 3.70610
C -6.56620 -1.87770 3.16640
H -0.80660 4.73730 -1.09470
N 2.62050 -3.31910 0.50030
C -7.26360 -1.03110 0.61320
C -2.92170 4.39790 4.05020
S -6.30130 1.33010 -1.20380
C -1.21230 2.80550 -0.24020
Co -0.35240 0.71860 0.60100
H 0.03210 -3.11490 -1.37160
H 2.04850 -0.38070 -0.50510
C -7.88860 -1.93100 2.75450
O -0.09510 2.38120 -0.63310
H -2.58690 4.52010 5.07000
C -2.50020 4.54300 1.69180
C 1.52280 0.43120 2.71410
H 2.22010 1.07720 0.23370
H 1.64230 -1.41720 1.64650
C -5.59120 -1.39850 2.31430
H 1.96960 -2.74690 -2.60350
H -7.53630 -0.70880 -0.37850
H 4.15300 0.31740 1.79030
H 4.04570 -1.06970 -0.33520
N 0.61560 -3.45130 -0.61540
C -2.05460 4.68970 3.01290
H 2.09450 -3.53320 1.33560
N -3.69710 -1.06120 0.38680
H -2.54750 4.30350 -1.03510
C -0.64020 5.10910 3.26980
N 1.79000 0.15860 0.31390
H -0.46270 5.23350 4.33560
N 2.51060 -2.80500 -1.75740
H -4.11910 3.91080 0.42540
C -1.58930 4.25800 -0.50420
O -1.61250 4.94590 0.72550
O -1.99390 2.07290 0.40190
H 5.41830 -1.38310 0.72210
C 3.67890 -0.66440 1.75040
H -0.41660 6.03890 2.74850
C 4.33470 -1.48260 0.63360
C -5.94290 -0.96670 1.03880
C -2.81580 -0.64710 -0.44080
S -3.47180 0.46850 -1.65460
C -4.20190 3.94260 3.78100
C 4.02390 -2.98420 0.68620
H -6.28260 -2.20660 4.15520
O 0.33420 0.76200 2.44010
C -8.22900 -1.50930 1.47990
H 3.85840 -1.13590 2.71610
H 0.03490 4.34210 2.88590
H -5.62370 3.38030 2.28220
H 4.30800 -3.36770 1.66660
H 0.10390 -3.42410 0.25600
Cl -5.26700 3.58940 5.09590
H -8.65260 -2.29540 3.42560
C -3.78010 4.06860 1.43640
C -5.02190 0.38280 -0.81980
S -1.18790 -1.15460 -0.46360
H 3.51280 -2.80680 -1.83420
H 4.62180 -3.50600 -0.06980
H -4.55770 -1.34510 2.61750
H -9.25450 -1.55410 1.14750
N -4.91260 -0.52490 0.18620
C -4.63490 3.76280 2.48070
C 1.91500 -3.16760 -0.61630
```

Calculated values
Gap between HOMO and LUMO (alpha / beta) (eV): 6.5 / 6.5
Spin multiplicity: 2
Expectation value of S²: 0.7580
HOMO level (alpha / beta) (eV): -7.304 / -7.291
ΔE to the lowest compared entry with this formula, charge and spin (kcal/mol): 40.0
Lowest unoccupied orbital energy (alpha / beta) (Ha): -0.03025 / -0.03027

For reference, the Löwdin charges in units of e are: C -0.293; O 0.063; C -0.083; H 0.137; N 0.085; C -0.056; C -0.067; S 0.605; C -0.612; Co 0.475; H 0.049; H 0.075; C -0.095; O -0.033; H 0.109; C -0.236; C -0.626; H 0.126; H 0.121; C -0.017; H 0.137; H 0.053; H 0.128; H 0.091; N 0.151; C -0.192; H 0.162; N 0.019; H 0.131; C -0.023; N 0.059; H 0.078; N 0.222; H 0.111; C -0.078; O -0.029; O -0.048; H 0.119; C -0.143; H 0.083; C -0.181; C -0.206; C -1.066; S 0.982; C -0.679; C -0.156; H 0.102; O -0.075; C -0.081; H 0.124; H 0.088; H 0.105; H 0.134; H 0.090; Cl 0.652; H 0.099; C -0.007; C -1.078; S 0.640; H 0.117; H 0.121; H 0.107; H 0.103; N -0.146; C -0.096; C -0.454

=====

C3H5N3OS in the gas phase at a distorted geometry. Source: the OMol25 dataset; level of theory: ωB97M-V/def2-TZVPD.

Structure (XYZ):
```
13
Properties=species:S:1:pos:R:3
H 1.71227 -0.04265 -0.56002
N -3.00751 -1.02925 -0.64501
C -1.17639 0.02146 0.04744
N -3.33382 -0.66332 0.66316
H -1.90363 2.20993 -1.23712
O -0.01522 -0.57904 0.40347
H 0.49793 -0.60841 -1.77211
H 1.16992 -1.72808 -0.64712
S -0.84602 1.83828 -0.40258
C 0.87215 -0.67453 -0.76022
C -2.33565 -0.04544 1.12338
N -1.94073 -0.66237 -1.01089
H -2.43395 0.29894 2.21576
```

Calculated values
SMILES: CO[C@]1(S)C=NN=N1
Gap between HOMO and LUMO (eV): 9.2
HOMO level (eV): -9.764
ΔE to the lowest compared entry with this formula, charge and spin (kcal/mol): 100.6
Lowest unoccupied orbital energy (Ha): -0.01920

For reference, the Löwdin charges in units of e are: H 0.078; N -0.012; C -0.804; N 0.039; H -0.100; O -0.137; H 0.083; H 0.099; S 0.764; C -0.078; C -0.109; N 0.032; H 0.145

=====

C4H6N2 in the gas phase at a distorted geometry. Source: the OMol25 dataset; level of theory: ωB97M-V/def2-TZVPD.

Structure (XYZ):
```
12
Properties=species:S:1:pos:R:3
H 0.36214 1.64937 1.09250
N 1.50123 -0.00782 0.15146
C 0.81251 -1.00361 0.04937
H 1.06070 -2.15450 0.15688
H -1.25848 0.76507 -1.44307
H 1.08441 1.86533 -0.72417
N -0.50410 -0.96158 -0.40088
C 0.51979 1.18695 0.08809
C -0.70477 0.62576 -0.56527
C -1.43062 0.00017 0.50680
H -2.58711 -0.56392 0.76655
H -0.82307 0.36881 1.42326
```

Calculated values
SMILES: C1=NC[C@@H]2CN12
Gap between HOMO and LUMO (eV): 10.7
HOMO level (eV): -9.736
ΔE to the lowest compared entry with this formula, charge and spin (kcal/mol): 104.5
Lowest unoccupied orbital energy (Ha): 0.03488

For reference, the Löwdin charges in units of e are: H 0.114; N 0.061; C -0.347; H 0.153; H 0.112; H 0.146; N 0.005; C -0.170; C -0.258; C -0.106; H 0.185; H 0.104

=====

6 unconnected molecules or ions with the total composition C6H24N12O6 at a distorted geometry. Source: the OMol25 dataset; level of theory: ωB97M-V/def2-TZVPD.

Structure (XYZ):
```
48
Properties=species:S:1:pos:R:3
O 1.57097 4.40805 2.45494
H -5.64155 0.02234 1.14717
H 3.18662 2.48646 2.58216
N 0.59258 0.84489 0.22942
H -1.42728 -0.40919 0.74064
O -0.08130 0.68140 -1.92379
C -0.28849 0.49217 -0.73385
C -4.48544 -1.08398 2.28107
H -3.06501 -1.56268 3.49550
N -5.56292 -0.29072 2.10024
H 5.36855 -0.48709 -2.58797
C -0.44216 -2.19129 2.75282
O -1.53478 -0.71809 -3.88375
H -0.88115 -2.86372 0.80839
N -1.10299 -2.88869 1.78883
H 0.35495 0.69550 1.19365
H 1.71476 5.42373 0.32595
H -2.10115 -0.34738 -0.90233
H -0.78110 -2.86313 -3.28386
H 0.95171 -1.70386 1.40260
O -3.91450 -1.61419 1.32233
N 6.13804 1.51640 -1.70695
H -4.22529 -0.60437 4.34423
H 1.36705 1.48028 0.13122
C -2.23016 -1.72413 -3.98217
N -1.43120 -0.07646 -0.20182
N -1.75487 -2.91852 -3.52736
N 3.12763 2.88398 1.65934
N 4.53684 -0.05182 -2.23751
H 6.22144 2.51295 -1.80720
H -3.92944 -2.66410 -4.64570
H -2.34518 -3.62071 -3.12073
O -0.93532 -2.07010 3.86923
H -2.05591 -3.14907 1.97602
C 2.33659 3.97007 1.58450
N -3.99721 -1.17605 3.55470
H 6.71488 0.85095 -2.18239
H -3.91988 -0.92102 -4.77920
H 3.03604 4.31613 -0.24271
H 1.17029 -0.97534 3.02762
H 3.79911 2.52043 1.00502
N 0.65158 -1.48121 2.33528
O 3.99046 1.93590 -1.18566
C 4.79876 1.12417 -1.63543
H -6.13255 0.10898 2.81963
H 3.75998 -0.68653 -2.22903
N 2.34273 4.65191 0.41026
N -3.46471 -1.78325 -4.54336
```

Calculated values
SMILES: NC(N)=O.NC(N)=O.NC(N)=O.NC(N)=O.NC(N)=O.NC(N)=O
Gap between HOMO and LUMO (eV): 9.2
HOMO level (eV): -8.921
ΔE to the lowest compared entry with this formula, charge and spin (kcal/mol): 45.6
Lowest unoccupied orbital energy (Ha): 0.01076

For reference, the Löwdin charges in units of e are: O -0.012; H 0.107; H 0.104; N 0.149; H 0.055; O 0.024; C -0.679; C -0.672; H 0.060; N 0.152; H 0.089; C -0.675; O 0.024; H 0.093; N 0.155; H 0.069; H 0.104; H 0.096; H 0.099; H 0.093; O -0.011; N 0.135; H 0.100; H 0.076; C -0.691; N 0.162; N 0.135; N 0.159; N 0.176; H 0.103; H 0.091; H 0.089; O 0.005; H 0.088; C -0.702; N 0.168; H 0.079; H 0.104; H 0.086; H 0.110; H 0.070; N 0.152; O 0.000; C -0.641; H 0.098; H 0.117; N 0.154; N 0.152